Entry 1:
DFT (ωB97M-V/def2-TZVPD) results for a molecular structure, C25H26Cl2N5O2PmS.

Summary:
**Spin multiplicity**: 5
**Net charge**: +2
**Orbital gap (alpha / beta)**: 5.127 / 5.163 eV
**LUMO (alpha / beta)**: -7.34 / -7.31 eV
**Energy above the lowest of the compared OMol25 structures with the same formula, charge and spin**: 16.7 kcal/mol
**Total energy**: -90316.7048 eV
**E_HOMO (alpha / beta)**: -12.5 / -12.5 eV

Positions of all 62 atoms, in Å:
Pm (6.682, -16.595, 0.063)
C (3.929, -17.811, 2.040)
C (3.791, -18.888, 1.189)
C (4.946, -19.632, 0.830)
C (6.208, -19.310, 1.444)
C (6.325, -18.203, 2.284)
C (5.190, -17.384, 2.450)
H (3.066, -17.193, 2.304)
H (2.842, -19.215, 0.740)
H (4.856, -20.443, 0.130)
H (7.087, -19.932, 1.235)
H (7.311, -18.060, 2.761)
H (5.302, -16.421, 2.991)
Cl (6.168, -12.161, 3.024)
C (7.370, -12.543, 1.848)
C (8.274, -11.560, 1.415)
C (9.411, -11.891, 0.691)
Cl (10.485, -10.686, 0.038)
C (9.724, -13.251, 0.437)
C (11.012, -13.647, -0.005)
C (11.211, -14.984, -0.333)
C (10.082, -15.833, -0.346)
N (8.884, -15.471, 0.179)
C (8.732, -14.210, 0.687)
C (7.523, -13.891, 1.377)
O (6.611, -14.806, 1.501)
H (7.991, -10.548, 1.647)
H (11.815, -12.960, 0.022)
H (12.175, -15.400, -0.636)
H (10.151, -16.840, -0.765)
S (6.465, -15.745, -2.518)
C (5.181, -15.153, -1.663)
N (4.762, -13.836, -1.898)
C (3.758, -13.317, -1.100)
C (3.057, -14.143, -0.230)
C (3.337, -15.475, -0.241)
N (4.528, -15.934, -0.805)
H (5.316, -13.287, -2.603)
H (3.616, -12.221, -1.189)
H (2.294, -13.692, 0.403)
H (2.745, -16.269, 0.195)
C (7.271, -19.397, -3.308)
N (8.459, -19.814, -2.591)
C (9.129, -20.946, -3.246)
C (10.541, -21.093, -2.706)
C (10.605, -20.926, -1.204)
N (9.828, -19.792, -0.727)
C (10.014, -19.460, 0.696)
C (8.703, -19.325, -1.347)
O (7.978, -18.411, -0.821)
H (7.434, -19.437, -4.364)
H (6.986, -18.391, -3.008)
H (6.465, -20.100, -2.994)
H (9.110, -20.858, -4.332)
H (8.471, -21.835, -3.048)
H (11.161, -20.342, -3.240)
H (10.970, -22.072, -3.011)
H (11.630, -20.793, -0.828)
H (10.214, -21.801, -0.651)
H (11.011, -19.061, 0.814)
H (9.919, -20.377, 1.329)
H (9.279, -18.692, 1.007)

***

Entry 2:
DFT (ωB97M-V/def2-TZVPD) results for a molecular structure, C32H80F24KO16P4.

Summary:
**Net charge**: -3
**Orbital gap**: 8.070 eV
**LUMO**: 4.52 eV
**Energy above the lowest of the compared OMol25 structures with the same formula, charge and spin**: 1.9 kcal/mol
**Total energy**: -185956.0437 eV
**E_HOMO**: -3.5 eV

Positions of all 157 atoms, in Å:
K (-2.091, 1.808, -0.690)
P (-5.790, 0.373, -1.744)
F (-5.825, -1.025, -0.893)
F (-6.089, -0.381, -3.122)
F (-7.419, 0.414, -1.621)
F (-5.623, 1.835, -2.517)
F (-5.623, 1.264, -0.374)
F (-4.129, 0.200, -1.898)
P (-2.974, 4.096, -4.311)
F (-2.556, 5.532, -3.801)
F (-1.671, 3.989, -5.255)
F (-2.226, 3.402, -3.049)
F (-3.432, 2.542, -4.757)
F (-4.441, 4.136, -3.450)
F (-3.654, 4.664, -5.651)
P (-3.538, 4.201, 1.279)
F (-3.074, 5.773, 1.416)
F (-3.379, 4.141, 2.848)
F (-5.077, 4.725, 1.447)
F (-4.158, 2.720, 1.079)
F (-3.594, 4.207, -0.359)
F (-1.929, 3.732, 1.100)
P (0.888, 0.120, 0.048)
F (2.046, 1.100, 0.665)
F (-0.261, 0.847, 1.031)
F (0.474, 1.070, -1.216)
F (-0.158, -0.994, -0.402)
F (1.956, -0.766, -0.867)
F (1.177, -0.796, 1.335)
C (-7.917, 0.885, 4.620)
O (-6.750, 0.951, 3.841)
C (-5.910, -0.196, 3.758)
C (-4.578, 0.143, 3.014)
O (-3.673, -0.951, 3.120)
C (-2.260, -0.719, 3.210)
H (-7.648, 0.705, 5.661)
H (-8.555, 0.054, 4.321)
H (-8.552, 1.757, 4.463)
H (-6.425, -0.913, 3.118)
H (-5.803, -0.779, 4.673)
H (-4.251, 1.122, 3.366)
H (-4.673, 0.315, 1.942)
H (-1.805, -1.509, 3.808)
H (-2.154, 0.271, 3.654)
H (-1.882, -0.641, 2.191)
C (5.521, 1.967, -0.214)
O (6.611, 2.476, -0.988)
C (6.391, 3.753, -1.595)
C (5.637, 3.809, -2.904)
O (6.091, 2.955, -4.031)
C (5.753, 1.543, -3.761)
H (5.677, 1.157, 0.498)
H (4.683, 1.685, -0.851)
H (5.161, 2.810, 0.375)
H (7.368, 4.209, -1.752)
H (5.912, 4.566, -1.049)
H (5.843, 4.848, -3.160)
H (4.576, 3.644, -2.716)
H (5.580, 1.125, -4.753)
H (4.790, 1.554, -3.250)
H (6.508, 0.977, -3.216)
C (6.773, -4.520, 1.747)
O (5.340, -4.559, 2.016)
C (4.824, -3.258, 1.988)
C (3.502, -3.262, 2.767)
O (2.495, -4.303, 2.495)
C (1.943, -4.085, 1.247)
H (6.970, -4.370, 0.685)
H (7.232, -5.466, 2.033)
H (7.298, -3.754, 2.317)
H (4.501, -2.880, 1.018)
H (5.415, -2.514, 2.522)
H (3.117, -2.255, 2.930)
H (3.820, -3.513, 3.779)
H (2.539, -4.551, 0.463)
H (1.611, -3.066, 1.044)
H (1.037, -4.667, 1.079)
C (4.717, 1.181, 5.717)
O (4.115, 0.352, 4.806)
C (3.652, 0.869, 3.621)
C (2.228, 1.516, 3.724)
O (2.005, 2.587, 4.705)
C (0.672, 3.041, 4.610)
H (4.748, 0.711, 6.700)
H (4.200, 2.133, 5.835)
H (5.710, 1.468, 5.372)
H (3.673, 0.133, 2.816)
H (4.410, 1.543, 3.223)
H (1.664, 0.612, 3.952)
H (2.008, 1.839, 2.707)
H (0.432, 3.382, 3.603)
H (0.327, 3.937, 5.126)
H (-0.045, 2.238, 4.778)
C (-0.820, -1.423, -4.612)
O (0.148, -0.570, -5.261)
C (0.817, 0.131, -4.254)
C (1.673, 1.288, -4.776)
O (1.097, 2.381, -5.450)
C (2.166, 3.331, -5.607)
H (-1.537, -1.772, -5.355)
H (-1.343, -1.026, -3.742)
H (-0.247, -2.276, -4.249)
H (1.450, -0.422, -3.560)
H (0.103, 0.540, -3.539)
H (2.478, 0.841, -5.359)
H (2.155, 1.638, -3.863)
H (1.666, 4.223, -5.983)
H (2.835, 3.041, -6.418)
H (2.700, 3.530, -4.678)
C (3.088, 4.896, 2.916)
O (3.457, 5.702, 1.750)
C (2.296, 6.031, 0.864)
C (1.414, 4.909, 0.468)
O (0.626, 5.337, -0.661)
C (0.700, 4.579, -1.887)
H (2.152, 5.189, 3.391)
H (3.781, 5.110, 3.729)
H (3.142, 3.850, 2.614)
H (2.629, 6.569, -0.023)
H (1.787, 6.834, 1.397)
H (0.676, 4.849, 1.268)
H (1.930, 3.953, 0.379)
H (1.544, 4.618, -2.575)
H (-0.144, 4.808, -2.537)
H (0.527, 3.539, -1.607)
C (0.035, -4.759, -2.930)
O (-0.815, -5.814, -2.470)
C (-2.018, -6.095, -3.131)
C (-3.211, -5.165, -2.812)
O (-2.911, -3.814, -3.143)
C (-4.073, -3.008, -3.116)
H (0.664, -5.149, -3.731)
H (0.778, -4.582, -2.152)
H (-0.542, -3.839, -3.009)
H (-2.243, -7.143, -2.936)
H (-1.713, -5.974, -4.170)
H (-3.647, -5.170, -1.813)
H (-3.893, -5.631, -3.523)
H (-3.800, -1.965, -2.959)
H (-4.900, -3.172, -2.425)
H (-4.390, -2.885, -4.152)
C (-2.465, -3.682, 0.498)
O (-3.135, -4.874, 0.720)
C (-2.135, -5.936, 0.788)
C (-2.647, -7.102, 1.580)
O (-3.230, -6.869, 2.857)
C (-4.658, -6.755, 2.730)
H (-1.718, -3.372, 1.229)
H (-3.247, -2.924, 0.552)
H (-1.934, -3.787, -0.448)
H (-1.092, -5.754, 1.047)
H (-1.989, -6.253, -0.245)
H (-1.805, -7.654, 1.999)
H (-3.222, -7.837, 1.016)
H (-5.138, -7.538, 2.142)
H (-5.077, -5.825, 2.346)
H (-4.807, -6.924, 3.796)

***

Entry 3:
DFT (ωB97M-V/def2-TZVPD) results for a single C5H8OS molecule.

Summary:
**Net charge**: 0
**Orbital gap**: 9.315 eV
**LUMO**: 0.85 eV
**Energy above the lowest of the compared OMol25 structures with the same formula, charge and spin**: 48.6 kcal/mol
**Total energy**: -18195.1954 eV
**E_HOMO**: -8.5 eV

Positions of all 15 atoms, in Å:
C (-0.950, 1.691, -0.288)
C (-0.519, 0.088, 0.018)
S (-2.226, -0.842, 0.168)
C (0.114, -0.454, 1.234)
C (0.879, -1.499, 0.870)
C (0.992, -1.465, -0.729)
O (0.217, -0.308, -1.034)
H (-0.036, 2.373, -0.466)
H (-1.467, 2.094, 0.618)
H (-1.669, 1.508, -1.082)
H (-2.595, -0.116, 1.258)
H (-0.189, -0.190, 2.299)
H (1.495, -2.185, 1.556)
H (2.043, -1.418, -1.101)
H (0.686, -2.400, -1.224)

***

Entry 4:
DFT (ωB97M-V/def2-TZVPD) results for a molecular structure, C19H16AsCl4F6N4O5W.

Summary:
**Spin multiplicity**: 2
**Net charge**: +2
**Orbital gap (alpha / beta)**: 7.484 / 5.474 eV
**LUMO (alpha / beta)**: -6.55 / -8.57 eV
**Energy above the lowest of the compared OMol25 structures with the same formula, charge and spin**: 69.9 kcal/mol
**Total energy**: -165206.5646 eV
**E_HOMO (alpha / beta)**: -14.0 / -14.0 eV

Positions of all 56 atoms, in Å:
W (9.601, 11.846, 8.313)
Cl (6.833, 6.063, 12.016)
C (7.449, 7.360, 11.384)
C (7.959, 8.346, 12.363)
C (8.320, 9.515, 11.928)
C (8.457, 9.856, 10.468)
O (9.096, 10.817, 10.109)
C (7.642, 8.891, 9.605)
C (7.511, 9.355, 8.148)
O (7.950, 10.330, 7.610)
C (7.176, 7.672, 9.993)
H (8.056, 8.017, 13.410)
H (8.641, 10.294, 12.606)
H (6.773, 8.726, 7.582)
H (6.816, 6.856, 9.353)
F (4.226, 11.779, 9.319)
As (4.911, 10.976, 10.603)
F (8.081, 12.917, 8.657)
F (6.386, 11.607, 10.017)
F (5.869, 10.564, 11.990)
F (3.592, 11.513, 11.459)
F (4.662, 9.441, 9.965)
Cl (10.775, 15.518, 5.071)
C (9.600, 14.228, 5.070)
C (9.601, 13.348, 6.309)
O (8.992, 12.258, 6.334)
O (10.109, 13.637, 7.429)
H (9.653, 13.546, 4.175)
H (8.637, 14.703, 5.059)
C (10.677, 15.253, 12.603)
N (10.905, 14.132, 11.699)
C (11.877, 13.077, 11.814)
C (11.610, 12.289, 10.568)
O (12.127, 11.256, 10.325)
N (10.629, 12.912, 9.860)
C (10.362, 14.115, 10.482)
N (9.542, 15.039, 10.077)
H (11.033, 16.201, 12.153)
H (11.205, 15.126, 13.506)
H (9.560, 15.395, 12.883)
H (11.635, 12.482, 12.710)
H (12.881, 13.398, 11.845)
H (8.966, 14.896, 9.254)
H (9.254, 15.860, 10.646)
Cl (13.860, 11.888, 8.054)
C (13.336, 10.322, 7.498)
C (14.368, 9.476, 7.265)
C (14.085, 8.160, 6.874)
C (12.798, 7.818, 6.793)
C (11.723, 8.726, 7.017)
Cl (10.082, 8.319, 6.830)
C (12.098, 9.950, 7.440)
N (10.946, 10.755, 8.040)
H (15.408, 9.744, 7.273)
H (14.830, 7.428, 6.813)
H (12.512, 6.851, 6.499)